The following is a quantum chemistry calculation of C21H48INO2P3Ti as an isolated structure, from the Open Molecules 2025 dataset.

- strongest force on any atom (eV/A) = 4.83
- energy relative to the best compared isomer or geometry (same formula, charge and spin) (eV) = 0.0000
- expectation value of S² = 0.763
- calculated total energy (a.u.) = -3204.9120
- charge = +2
- gap between HOMO and LUMO (alpha / beta) (eV) = 6.26 / 6.14
- 2S+1 = 2

```
77
Properties=species:S:1:pos:R:3:mulliken_spin:R:1
C 1.5657 -1.5048 -1.0370 -0.014
C 0.1369 -1.8985 -0.8289 0.106
H 1.7629 -1.4034 -2.1091 -0.008
H 2.2182 -2.2991 -0.6544 -0.002
H 1.9111 -0.5475 -0.5315 0.009
O -0.2399 -3.0557 -0.6120 0.114
I 2.0652 2.3848 0.9100 0.029
Ti 0.3370 0.5347 0.2285 0.235
P 0.3054 1.3586 -2.3222 -0.013
C -1.2067 1.3870 -3.3587 -0.001
C 0.8439 3.1142 -2.4415 0.011
H 0.7784 3.4381 -3.4906 0.001
H 1.4985 1.2506 -4.4407 0.000
H 1.8797 3.1895 -2.0881 0.000
H 2.4712 0.5566 -3.0960 0.000
H -1.9524 2.0774 -2.9488 0.001
H 0.2202 3.7653 -1.8184 -0.001
C 1.4663 0.6173 -3.5383 0.000
H -0.9356 1.7034 -4.3754 0.000
H 1.1281 -0.3907 -3.8149 0.000
H -1.6517 0.3854 -3.3850 0.000
P 0.9255 -1.2226 2.0936 -0.016
C -0.4258 -2.3725 2.5691 0.002
C 2.2946 -2.4235 1.8813 0.002
H 2.1885 0.3145 3.4704 -0.001
H 1.8137 -1.2070 4.3451 0.000
H 0.5600 0.0613 4.1469 0.000
C 1.4142 -0.4359 3.6717 -0.001
H 3.1343 -1.9270 1.3820 0.000
H 2.6175 -2.7811 2.8688 0.000
H -0.1024 -2.9772 3.4292 0.000
H -0.6396 -3.0284 1.7153 0.000
H 1.9604 -3.2729 1.2711 0.000
H -1.3432 -1.8294 2.8240 0.000
C -0.9030 -0.8145 -1.0268 0.252
O -2.0624 -0.8942 -1.3655 0.330
C -4.4214 3.8252 0.7276 0.001
C -3.3716 2.8124 0.2318 -0.004
C -4.0728 1.6899 -0.5464 0.014
C -2.4104 3.5186 -0.7358 -0.007
P -2.3881 2.0550 1.6446 0.006
N -1.1261 1.2547 0.9897 -0.057
C -1.6952 3.3809 2.7862 -0.004
C -2.7865 3.9528 3.7058 0.001
C -0.5666 2.8048 3.6540 -0.002
C -1.0805 4.5192 1.9545 0.000
C -3.4048 0.7744 2.5686 -0.001
C -3.5415 -0.4936 1.7059 0.004
C -2.6558 0.3873 3.8505 0.001
C -4.8036 1.3016 2.9322 0.001
H -5.0190 4.1407 -0.1411 0.000
H -3.9662 4.7303 1.1474 0.000
H -5.1175 3.3975 1.4578 0.000
H -4.4775 2.1143 -1.4775 0.000
H -3.3784 0.8867 -0.8338 -0.004
H -4.9207 1.2613 -0.0017 0.001
H -2.9317 3.6972 -1.6882 0.000
H -2.0600 4.4881 -0.3708 0.000
H -1.5377 2.8869 -0.9353 0.003
H -3.1337 3.2258 4.4492 0.000
H -2.3485 4.7948 4.2629 0.000
H -3.6476 4.3452 3.1537 0.000
H 0.2096 2.3539 3.0224 0.002
H -0.1015 3.6330 4.2091 0.000
H -0.9080 2.0706 4.3863 0.000
H -0.3262 4.1293 1.2558 0.000
H -1.8303 5.1181 1.4272 0.000
H -0.5550 5.1968 2.6447 0.000
H -2.5942 -0.7622 1.2241 0.007
H -3.8427 -1.3294 2.3561 0.000
H -4.2995 -0.4025 0.9221 0.000
H -2.6924 1.1707 4.6165 0.000
H -3.1423 -0.5005 4.2834 0.000
H -1.6132 0.1214 3.6309 -0.001
H -4.7696 2.2414 3.4963 0.000
H -5.4505 1.4269 2.0556 0.000
H -5.2867 0.5556 3.5820 0.000
```